C4H8N | ωB97M-V/def2-TZVPD

Geometry as XYZ:
```
13
Properties=species:S:1:pos:R:3:forces:R:3:mulliken_charge:R:1
C 1.71477 -0.16781 -0.29692 -3.7 1.9 1.9 -0.25
C 1.27796 1.04384 0.07734 -1.7 -2.2 0.0 -0.19
C 0.49165 -1.02409 0.07863 2.2 0.5 -1.3 -0.47
C -1.61356 0.31116 -0.26907 -2.0 -1.0 0.6 -1.00
N -0.36400 0.13976 0.45487 2.6 2.6 -1.1 -0.13
H 2.65164 -0.44838 -0.57666 2.5 -0.7 -0.8 0.45
H 1.51184 2.06572 0.43719 -0.5 -0.8 -0.6 0.37
H 0.09060 -1.50522 -0.81835 -0.2 -0.3 0.6 0.32
H 0.86788 -1.69846 0.86021 -1.1 0.0 0.0 0.34
H -1.68435 0.26266 -1.32751 1.4 0.4 -1.1 0.39
H -2.26383 -0.55195 -0.07182 0.3 -0.2 0.7 0.42
H -2.22697 1.14055 0.04152 0.4 0.6 0.4 0.35
H -0.45364 0.43222 1.41055 -0.2 -0.8 0.7 0.40
```
Positions in Å, forces in eV/Å.

HOMO level in Eh: -0.5783
Max |F| in eV Å⁻¹: 4.543
Kohn-Sham gap in eV: 11.24
Net charge: +1

---

C5H6N3 | ωB97M-V/def2-TZVPD

Geometry as XYZ:
```
14
Properties=species:S:1:pos:R:3:forces:R:3:mulliken_charge:R:1
C -1.45163 1.85361 -1.08738 0.1 -0.5 0.4 -0.13
N -1.44361 0.84306 -0.31117 -1.2 -0.1 0.6 -0.48
C -0.18206 0.20062 -0.34300 -0.1 0.4 -0.8 0.49
N 0.67376 1.15152 -1.36619 1.5 -3.6 1.8 -0.45
C -0.13726 2.02428 -1.73665 -0.3 0.0 0.1 -0.02
C -0.30150 -1.34528 0.32632 -0.3 2.6 -2.5 -0.14
C 1.01181 -1.40910 0.93038 0.6 -0.8 -0.2 -0.28
N 0.23521 -0.16539 1.00808 0.3 1.5 0.5 -0.03
H -2.27818 2.52773 -1.20485 -0.4 0.0 0.1 0.42
H 0.20062 2.78628 -2.41639 -0.2 0.3 -0.2 0.42
H -1.27457 -1.76992 0.49738 0.0 -0.2 0.2 0.32
H 1.04700 -1.97197 1.86268 0.1 0.3 0.0 0.29
H 1.91152 -1.41230 0.33282 0.1 0.2 0.0 0.26
H -0.05534 0.32246 1.85319 -0.2 -0.2 0.1 0.33
```
Positions in Å, forces in eV/Å.

Structure (SMILES): C1=NC2(N=C1)[C@H]1C[N@H+]12
HOMO level in Eh: -0.5470
Max |F| in eV Å⁻¹: 4.262
Kohn-Sham gap in eV: 9.82
Net charge: +1

---

C29H41AsBrClNO4P2Si2Y | ωB97M-V/def2-TZVPD

Geometry as XYZ:
```
83
Properties=species:S:1:pos:R:3:forces:R:3:mulliken_charge:R:1
Y -0.48255 -0.86124 -0.15021 -0.3 -0.8 0.1 0.08
Cl -5.93898 -1.16078 -5.48737 0.0 0.0 0.0 -0.24
C -4.88397 -0.93259 -4.12104 -0.1 0.0 0.0 0.03
C -5.39157 -0.36601 -2.94238 0.0 0.0 0.0 -0.57
C -4.57922 -0.18064 -1.85266 -0.1 0.0 0.0 -0.65
C -3.21647 -0.55429 -1.87802 0.0 0.1 0.1 -0.20
O -2.47403 -0.37319 -0.82985 0.0 0.0 -0.1 0.72
C -2.71807 -1.10449 -3.08438 0.0 0.0 0.0 1.38
C -1.32580 -1.41612 -3.26581 0.0 0.0 -0.1 -0.54
O -0.41617 -1.24861 -2.45491 0.1 0.1 0.0 -0.56
C -3.56971 -1.29079 -4.18927 0.1 -0.1 -0.1 -1.05
H -6.43279 -0.07350 -2.90285 0.0 0.0 0.0 0.44
H -4.96159 0.25925 -0.94028 0.0 0.0 0.0 0.43
H -1.06167 -1.82816 -4.25204 0.0 0.0 0.0 0.27
H -3.16620 -1.71321 -5.10220 0.0 0.0 0.0 0.40
Br -3.33782 -0.05064 2.40821 0.0 -0.1 0.0 0.00
C -3.00873 -1.91013 2.24184 0.1 0.1 -0.1 -0.22
C -3.80800 -2.79233 2.94609 0.0 0.0 0.0 -0.73
C -3.54339 -4.14483 2.81044 0.0 0.0 0.0 -0.52
C -2.51067 -4.55207 1.98470 0.0 -0.1 0.0 -0.60
C -1.78224 -3.59174 1.30885 0.0 0.1 0.0 0.54
N -2.01847 -2.27509 1.44370 0.0 -0.1 0.0 0.78
C -0.65529 -4.00209 0.36774 0.1 0.2 0.0 0.03
O -0.18830 -5.12036 0.50037 0.0 0.0 -0.1 -0.73
O -0.29904 -3.09179 -0.46126 -0.1 -0.1 0.1 -0.45
H -4.60407 -2.42025 3.57321 0.0 0.0 0.0 0.49
H -4.14460 -4.86846 3.34542 0.0 0.0 0.0 0.43
H -2.24547 -5.58943 1.84234 0.0 0.0 0.0 0.56
C 2.22424 -3.52886 2.32344 0.0 0.0 0.0 -1.57
P 2.00818 -2.08315 1.22511 0.1 0.3 -0.1 1.26
C 3.01588 -2.56101 -0.21692 0.0 -0.1 0.1 -1.27
C 2.93937 -0.74858 2.04993 -0.1 0.0 0.0 0.21
C 4.33053 -0.70261 2.07411 0.0 0.0 0.0 -0.82
C 4.99331 0.36989 2.64924 -0.1 0.1 0.0 -0.81
C 4.25806 1.40750 3.20922 0.0 -0.1 0.0 -0.83
C 2.87140 1.36545 3.20246 0.0 0.0 0.0 -0.81
C 2.19187 0.29231 2.62891 0.1 -0.1 0.0 0.48
P 0.35284 0.21295 2.58084 -0.1 0.0 0.0 1.71
C -0.15728 1.84959 3.20979 0.0 -0.1 0.0 -1.61
C -0.01175 -0.85433 4.03444 0.0 0.1 0.0 -1.15
H 3.28110 -3.77610 2.43577 0.0 0.0 0.0 0.43
H 1.69117 -4.37273 1.88296 0.0 0.0 0.0 0.44
H 1.80630 -3.31862 3.30739 0.0 0.0 0.0 0.34
H 4.05246 -2.79250 0.02927 0.0 0.0 0.0 0.52
H 2.98599 -1.76068 -0.95392 0.0 0.0 -0.1 0.07
H 2.53761 -3.44539 -0.64161 0.0 0.0 0.0 0.44
H 4.90270 -1.50555 1.62506 0.0 0.0 0.0 0.30
H 6.07512 0.40249 2.65214 0.0 0.0 0.0 0.42
H 4.76428 2.25820 3.64687 0.0 0.0 0.0 0.42
H 2.32647 2.19399 3.63348 0.0 0.0 0.0 0.31
H 0.14987 2.61290 2.49484 0.0 0.0 0.0 0.36
H 0.25412 2.06186 4.19736 0.0 0.0 0.0 0.49
H -1.24487 1.85293 3.27796 0.0 0.0 0.0 0.30
H 0.57442 -0.57860 4.91170 0.0 0.0 0.0 0.41
H 0.18442 -1.89708 3.78462 0.0 0.0 0.0 0.16
H -1.07443 -0.75021 4.26182 0.0 0.0 0.1 0.43
C 3.34730 3.68460 -1.52055 0.0 0.0 0.0 -1.12
Si 2.43642 2.11881 -2.01527 0.0 -0.1 -0.1 0.37
C 3.72210 0.75021 -2.12114 0.0 0.0 0.0 -1.03
C 1.71480 2.34655 -3.73625 0.0 0.0 0.0 -0.96
As 0.84979 1.59930 -0.40827 0.4 0.5 0.0 0.11
Si -0.89519 2.94406 -1.15986 0.0 0.0 0.0 0.53
C -2.22835 2.96672 0.16593 0.0 0.0 0.0 -0.84
C -0.32727 4.71920 -1.40531 0.0 0.0 0.0 -1.18
C -1.68818 2.37716 -2.77946 0.0 0.0 0.0 -0.86
H 4.08718 3.95162 -2.28183 0.0 0.0 0.0 0.35
H 3.86793 3.53227 -0.57245 0.0 0.0 0.0 0.29
H 2.66287 4.52324 -1.39628 0.0 0.0 0.0 0.28
H 4.60532 1.09631 -2.66467 0.0 0.0 0.0 0.42
H 3.31994 -0.11306 -2.65678 0.0 0.0 0.0 0.23
H 4.03958 0.43010 -1.12449 0.0 0.0 0.0 0.19
H 2.50221 2.56267 -4.46395 0.0 0.0 0.0 0.40
H 0.99286 3.16537 -3.76425 0.0 0.0 0.0 0.24
H 1.19902 1.43455 -4.04690 0.0 0.0 0.0 0.17
H -1.83608 3.34149 1.11469 0.0 0.0 0.0 0.25
H -2.62753 1.96097 0.32148 0.0 0.0 0.0 -0.18
H -3.05352 3.61597 -0.14273 0.0 0.0 0.0 0.45
H 0.17256 5.09617 -0.51088 0.0 0.0 0.0 0.28
H -1.18930 5.35927 -1.61712 0.0 0.0 0.0 0.37
H 0.36488 4.80365 -2.24484 0.0 0.0 0.0 0.29
H -1.13062 1.54733 -3.21384 0.0 0.0 0.0 -0.07
H -1.70975 3.18649 -3.51389 0.0 0.0 0.0 0.53
H -2.71748 2.04849 -2.61575 0.0 0.0 0.0 0.36
```
Positions in Å, forces in eV/Å.

HOMO level in Eh: -0.2507
Max |F| in eV Å⁻¹: 0.887
Kohn-Sham gap in eV: 6.58
Net charge: 0

---

Repeat the second record exactly.
C5H6N3 | ωB97M-V/def2-TZVPD

Geometry as XYZ:
```
14
Properties=species:S:1:pos:R:3:forces:R:3:mulliken_charge:R:1
C -1.45163 1.85361 -1.08738 0.1 -0.5 0.4 -0.13
N -1.44361 0.84306 -0.31117 -1.2 -0.1 0.6 -0.48
C -0.18206 0.20062 -0.34300 -0.1 0.4 -0.8 0.49
N 0.67376 1.15152 -1.36619 1.5 -3.6 1.8 -0.45
C -0.13726 2.02428 -1.73665 -0.3 0.0 0.1 -0.02
C -0.30150 -1.34528 0.32632 -0.3 2.6 -2.5 -0.14
C 1.01181 -1.40910 0.93038 0.6 -0.8 -0.2 -0.28
N 0.23521 -0.16539 1.00808 0.3 1.5 0.5 -0.03
H -2.27818 2.52773 -1.20485 -0.4 0.0 0.1 0.42
H 0.20062 2.78628 -2.41639 -0.2 0.3 -0.2 0.42
H -1.27457 -1.76992 0.49738 0.0 -0.2 0.2 0.32
H 1.04700 -1.97197 1.86268 0.1 0.3 0.0 0.29
H 1.91152 -1.41230 0.33282 0.1 0.2 0.0 0.26
H -0.05534 0.32246 1.85319 -0.2 -0.2 0.1 0.33
```
Positions in Å, forces in eV/Å.

Structure (SMILES): C1=NC2(N=C1)[C@H]1C[N@H+]12
HOMO level in Eh: -0.5470
Max |F| in eV Å⁻¹: 4.262
Kohn-Sham gap in eV: 9.82
Net charge: +1

---

Which formula does entry 3 have?
C29H41AsBrClNO4P2Si2Y